Entry P
The following is a quantum chemistry calculation of a molecular structure, C9H11ClMnO3, from the Open Molecules 2025 dataset.

Positions of all 25 atoms, in Å:
Cl  -0.58618  2.65721  -1.13481
C  -0.87302  -1.21333  -0.71888
C  0.52899  -1.27382  -0.35904
C  1.26655  -0.50904  -1.34152
H  0.95055  -1.85337  0.45941
C  0.33374  -0.00394  -2.32970
C  -0.98309  -0.44635  -1.93307
H  -1.89737  -0.24636  -2.49165
H  -1.66855  -1.73653  -0.19457
H  2.34656  -0.36390  -1.39035
C  0.69992  0.84313  -3.50105
Mn  -0.10916  0.68372  -0.34675
C  1.25817  1.18145  0.77031
O  1.96183  1.41504  1.67268
C  -1.42125  0.88810  0.95672
O  -2.01043  1.45098  1.79143
H  1.67859  1.30991  -3.32609
H  -0.04230  1.63769  -3.64966
H  0.75744  0.22571  -4.40568
C  -0.46503  -0.49710  3.80557
O  -0.47843  -1.31527  2.63572
H  -1.40422  0.05929  3.79381
H  0.37774  0.20725  3.77831
H  -0.42560  -1.10241  4.72232
H  0.20456  -1.99804  2.73655

Computed properties:
Highest occupied orbital energy (alpha / beta) ... -17.61 / -17.53 eV
LUMO (alpha / beta) ... -10.3 / -11.8 eV
HOMO-LUMO gap (alpha / beta) ... 7.4 / 5.7 eV
Multiplicity ... 4
Charge ... +2

***

Entry Q
The following is a quantum chemistry calculation of a molecular structure, C9H11ClMnO3, from the Open Molecules 2025 dataset.

Positions of all 25 atoms, in Å:
Cl  -1.44077  2.22747  -1.39149
C  -0.90975  -1.54862  -1.11828
C  0.49234  -1.68725  -0.83642
C  1.21983  -0.86846  -1.78295
H  0.94272  -2.41904  -0.17006
C  0.26818  -0.16843  -2.62297
C  -1.06054  -0.63679  -2.22403
H  -1.98783  -0.36586  -2.72051
H  -1.69549  -2.11890  -0.63818
H  2.30734  -0.83262  -1.90737
C  0.57476  0.78195  -3.72884
Mn  -0.08083  0.32340  -0.66509
C  1.30281  0.83181  0.37714
O  1.84832  1.29926  1.32364
C  -1.34468  1.24290  0.39076
O  -2.10768  1.51249  1.27515
H  1.53680  1.28234  -3.55132
H  -0.20406  1.55289  -3.75954
H  0.59621  0.23371  -4.68266
C  -0.60833  -0.56460  3.26417
O  -0.57141  -1.34930  2.06712
H  -1.53078  0.01887  3.19287
H  0.25252  0.12147  3.31253
H  -0.64102  -1.19365  4.17110
H  0.06035  -2.07105  2.19972

Computed properties:
Highest occupied orbital energy (alpha / beta) ... -17.66 / -17.56 eV
LUMO (alpha / beta) ... -11.2 / -11.6 eV
HOMO-LUMO gap (alpha / beta) ... 6.5 / 6.0 eV
Multiplicity ... 4
Charge ... +2

***

Stability summary - winner: entry P; margin: 1.556 eV.

***

Entry P
The following is a quantum chemistry calculation of a gas-phase ion, C10H17N2 (charge +1), from the Open Molecules 2025 dataset.

Positions of all 29 atoms, in Å:
C  -1.59634  1.35511  -2.13410
N  -0.46133  0.61544  -1.65615
C  0.63440  1.21647  -1.14360
C  1.85521  0.73213  -0.93081
C  2.71463  1.26022  0.14203
C  2.46008  1.02983  1.44991
C  1.26243  0.18670  1.67581
C  -0.01011  0.42686  1.33696
N  -1.00312  -0.65960  0.97812
C  -1.40121  -1.61380  2.09743
C  -0.45123  -1.40487  -0.17568
C  -0.69486  -0.82654  -1.51331
H  -1.27572  2.02543  -3.00294
H  -2.41898  0.76742  -2.48626
H  -1.97361  2.03488  -1.35396
H  0.44356  2.21284  -1.08223
H  2.25793  -0.34008  -1.17084
H  3.69510  1.57086  -0.23203
H  3.03695  1.14464  2.32006
H  1.59166  -0.75154  2.16048
H  -0.32104  1.47522  1.19963
H  -1.96821  -0.28220  0.78657
H  -0.47884  -2.11039  2.47148
H  -1.84025  -1.22595  2.91251
H  -1.99197  -2.38091  1.66273
H  -0.95873  -2.43192  -0.25185
H  0.71373  -1.50406  -0.21215
H  -0.12689  -1.46329  -2.18181
H  -1.69322  -1.05891  -1.66601

Computed properties:
Highest occupied orbital energy ... -11.22 eV
LUMO ... -3.1 eV
Structure (SMILES) ... CN1/C=C/C=C\C=C\[N@H+](C)CC1
HOMO-LUMO gap ... 8.1 eV
Charge ... +1

***

Entry Q
The following is a quantum chemistry calculation of 2 unconnected molecules or ions with the total composition C10H17N2, from the Open Molecules 2025 dataset.

Positions of all 29 atoms, in Å:
C  -0.41772  1.29652  -0.11653
C  -0.79100  1.24421  -1.45362
C  -0.09431  1.71426  -2.55943
C  1.18743  2.25859  -2.60575
C  1.99543  2.64792  -1.54056
C  1.70891  2.60652  -0.18120
C  0.65107  1.97728  0.46375
H  -1.12789  0.84681  0.57896
H  -1.76771  0.79327  -1.65768
H  -0.60300  1.60275  -3.52345
H  1.59036  2.45079  -3.60757
H  2.95782  3.09681  -1.81501
H  2.43459  3.10062  0.47564
H  0.65181  2.04041  1.55681
C  0.89900  -1.54173  0.14573
N  -0.37744  -1.20783  0.77785
C  -0.32562  -0.85625  2.19451
N  -1.46800  -1.95321  0.37750
C  -2.00750  -3.01111  1.21775
H  1.68207  -1.57836  0.91620
H  0.83102  -2.51164  -0.36961
H  1.18341  -0.77373  -0.59148
H  0.47709  -1.41421  2.70089
H  -0.09348  0.20972  2.27881
H  -1.29268  -1.02450  2.67326
H  -1.42893  -2.17246  -0.61286
H  -3.08698  -3.09104  1.03454
H  -1.53905  -3.97717  0.97320
H  -1.82871  -2.77325  2.26933

Computed properties:
Highest occupied orbital energy ... -10.39 eV
LUMO ... -5.1 eV
HOMO-LUMO gap ... 5.3 eV
Charge ... +1

***

Stability summary - winner: entry Q; margin: 1.257 eV.